This record from the Open Molecules 2025 dataset describes a 16-piece molecular cluster, C84H216N16O26 overall at a distorted geometry. The level of theory is the ωB97M-V functional and the def2-TZVPD basis.

```
342
Properties=species:S:1:pos:R:3:forces:R:3:mulliken_charge:R:1
O 2.662 6.258 5.244 -1.361 -0.334 0.077 -0.47
O 6.557 -0.178 -2.140 -0.423 -0.484 -0.048 -0.43
O -0.200 3.669 -3.259 -0.587 -1.409 -0.063 -0.60
O -3.257 4.795 1.579 -0.869 1.044 0.371 -0.43
O 1.014 0.079 -2.120 0.962 0.440 -0.627 1.13
O -9.175 -1.254 6.584 0.669 0.797 1.173 -0.31
O 5.706 -3.429 0.081 0.124 0.255 0.871 -0.49
O -9.789 -8.397 -1.222 0.994 -1.548 -1.354 -0.37
O 3.294 0.620 6.415 -0.417 -0.401 -0.347 -0.14
O -2.259 -3.599 3.449 0.109 -0.001 -1.039 -0.63
O -6.575 -4.123 -4.484 0.201 -0.085 0.253 -0.44
O 0.943 -3.748 0.996 0.765 0.026 0.855 0.51
O 4.052 -5.320 -5.220 -0.186 -0.387 -0.377 -0.18
O -1.306 6.346 -6.395 -0.202 1.024 0.123 -0.27
O -1.048 -4.465 7.662 -0.188 0.323 -0.490 -0.28
O 2.085 4.181 9.309 1.720 0.623 0.394 -0.36
O -4.686 3.994 -2.225 -1.307 -0.228 -0.134 -0.42
O -1.584 -2.157 -4.282 0.292 0.169 -0.114 0.22
O -7.136 1.040 2.657 -0.378 0.268 0.396 -0.43
O 10.413 2.154 2.480 0.634 0.096 -0.788 -0.26
O 5.804 2.803 1.988 -0.454 0.373 0.379 -0.28
O 2.248 1.128 2.593 0.468 0.204 0.184 -0.71
O -3.575 -5.020 -1.050 -0.257 -0.113 -0.333 -0.21
O 2.702 1.630 -9.978 -0.087 -0.334 1.473 -0.40
O 3.821 4.147 -5.131 -0.099 0.005 0.331 -0.31
O -4.787 -1.166 -0.475 -0.036 -0.401 0.112 0.61
N -1.971 1.655 3.094 -0.528 0.381 0.246 0.79
N 1.718 6.886 -6.406 1.168 -0.846 -0.896 -0.69
N 8.069 2.791 3.762 0.141 0.119 -0.182 -0.33
N -5.005 0.930 -2.031 0.064 -0.781 0.033 -0.32
N 1.763 -3.487 -4.960 1.069 -0.263 0.122 -0.28
N -7.884 -5.427 -2.245 -0.933 -1.247 1.362 -0.01
N -1.481 -2.384 5.798 -0.833 1.119 -0.519 -0.18
N 5.098 -2.374 -3.575 0.012 1.150 -0.637 0.07
N 2.134 1.604 -6.329 -0.409 0.634 -0.388 1.02
N 0.733 4.660 6.728 0.141 0.855 0.872 0.24
N -7.065 -0.395 5.209 0.427 -0.682 -0.362 -0.25
N -0.358 3.576 -5.974 -1.219 0.200 0.447 0.76
N 0.193 0.261 5.517 -0.764 0.443 0.540 0.17
N -0.776 -5.379 -1.072 1.843 -0.097 -0.189 -0.38
N 5.590 -6.973 0.580 0.483 -2.045 -0.978 -0.67
N 0.009 0.825 0.693 0.037 0.749 0.069 2.09
C -9.049 -6.284 -1.992 0.646 -0.519 -0.267 -0.74
C -1.393 -0.536 -0.817 -0.223 -0.639 1.503 0.59
C 0.794 3.781 9.078 -1.860 0.346 -0.005 -0.14
C 5.647 2.823 3.421 -1.358 0.699 -0.933 1.08
C -2.111 7.372 -5.763 -0.717 -0.814 -1.106 -0.76
C 2.769 -5.735 -4.743 1.565 -0.140 -0.527 -1.26
C 2.197 -4.573 -4.095 -1.323 0.977 2.593 0.77
C 3.809 6.057 -7.469 0.127 0.545 -1.060 -1.82
C 1.306 5.956 4.730 0.816 0.868 0.814 -0.14
C 3.940 3.577 -3.852 -0.060 -0.413 0.842 -0.03
C -7.444 2.289 2.059 -0.890 -1.568 0.059 -0.57
C 5.273 -4.616 0.734 -0.688 0.831 -0.629 -0.07
C 1.121 -0.716 -0.983 0.130 -0.612 1.373 0.40
C -1.473 -4.122 -1.402 1.137 -0.126 2.705 1.55
C -5.334 -3.537 -4.867 0.797 -1.236 -0.217 -0.26
C 0.390 3.398 -2.024 0.356 -0.444 0.835 0.63
C 4.731 3.446 1.294 -0.120 -0.693 -0.284 -0.24
C -2.771 -4.400 -2.026 -0.085 0.371 -0.978 0.01
C -4.942 0.032 0.256 0.015 0.229 0.102 -0.63
C 6.131 -5.709 0.139 -0.987 0.596 0.956 0.66
C -7.870 -1.370 7.219 -0.205 0.080 -0.840 -0.85
C -6.022 1.093 3.502 0.832 -0.270 0.438 0.41
C -0.545 -2.953 -4.802 0.708 0.398 -0.685 -1.66
C 2.139 1.128 -7.728 -0.909 0.118 0.516 0.25
C -4.715 -5.653 -1.595 -0.763 -0.310 1.121 -1.31
C -3.404 4.499 -2.198 1.254 0.197 -1.212 0.50
C -1.305 2.778 -5.131 0.019 0.085 -1.236 -1.32
C -5.417 -2.262 0.167 0.903 0.018 -0.024 0.65
C -9.892 -0.250 7.263 -1.507 -0.051 0.579 -0.72
C 5.311 -1.142 -5.608 -1.154 -0.001 0.601 -1.36
C -2.576 -1.799 5.003 -0.844 -1.135 -1.222 -1.25
C 6.191 -5.613 -1.363 0.563 -1.349 -0.587 -1.36
C 4.842 -2.308 0.199 0.382 -0.793 0.555 -0.48
C -2.250 -4.048 2.068 -0.075 -0.354 1.193 0.07
C 2.658 5.714 -6.548 -0.848 -0.622 1.014 2.18
C 9.160 2.115 4.412 0.459 -1.062 2.077 -0.55
C -4.364 1.726 -3.072 -0.927 -0.289 0.681 0.10
C 6.388 0.951 -1.310 -0.376 0.489 -0.400 -0.41
C 5.981 -0.017 -3.423 0.130 -0.374 -0.455 0.53
C 6.787 2.132 4.018 1.472 -1.741 -0.318 -1.48
C 1.010 -5.134 0.756 -1.257 -0.163 0.334 -0.46
C 5.929 -1.326 -4.218 0.036 -0.103 0.149 0.25
C 0.419 5.897 5.983 -0.075 -1.788 -1.457 -1.20
C 11.482 2.570 1.636 -0.388 -0.325 -0.182 -0.82
C 10.501 2.481 3.841 -0.185 1.088 -0.055 -0.66
C -1.422 -0.779 -4.617 -1.054 -0.494 -0.358 -0.30
C 0.138 4.769 8.065 0.296 -0.695 0.538 -1.05
C -0.064 -0.445 -0.042 0.731 0.442 -1.034 1.38
C 0.662 -5.297 -0.692 -0.849 -0.494 -0.638 -0.83
C 4.558 -6.181 -6.209 -0.160 -0.482 -0.397 -0.94
C 2.216 0.029 7.095 -0.367 -1.795 -0.232 -1.11
C -2.817 3.475 1.649 -0.541 -1.020 -0.106 0.23
C 2.725 3.457 10.348 -0.243 -1.019 -1.285 -0.77
C -2.409 -2.197 3.515 -0.510 0.462 0.400 1.67
C -5.969 -0.225 4.257 -0.144 0.249 -0.608 -0.64
C 0.866 -2.594 -4.272 -1.247 0.449 -0.833 1.56
C 1.607 1.372 3.845 -0.645 -0.759 -0.498 0.29
C 3.685 5.990 4.319 -0.186 1.267 -0.308 -0.19
C 3.384 0.274 2.671 -0.279 -0.010 -0.432 -0.22
C -2.024 5.250 -6.942 -0.075 -0.141 0.223 -0.47
C -0.802 -3.133 7.978 -1.000 1.158 1.430 -0.63
C -6.914 -1.579 6.057 0.220 -0.030 0.439 -0.16
C 0.853 0.610 6.766 0.210 0.466 0.170 -0.08
C -0.986 4.125 -7.187 0.144 0.723 -0.155 -0.96
C -0.298 -5.303 8.472 0.240 -1.817 -1.094 -0.78
C 2.913 2.542 -10.990 -0.341 0.880 -0.567 -0.66
C -8.276 -4.153 -2.719 0.214 -0.162 -0.234 -1.07
C -8.674 -7.511 -1.175 -0.411 -0.100 0.002 -0.27
C -1.017 3.951 3.171 -0.054 -0.423 0.977 -1.34
C -7.088 -3.522 -3.306 1.093 1.761 -0.145 0.28
C -1.753 -2.231 7.199 0.775 -1.220 0.904 -0.82
C -4.408 5.026 2.414 0.420 -0.150 -0.754 -0.92
C 3.116 5.370 -5.115 -0.546 -0.018 -1.148 -0.88
C -0.606 2.398 -3.881 1.088 0.771 0.984 2.65
C 2.467 2.246 -8.686 0.519 -0.561 -1.128 -0.18
C 3.939 1.556 7.192 1.749 0.762 0.051 -0.07
C -4.992 3.096 -3.279 0.256 -0.099 -0.685 -1.02
C 0.782 0.494 -8.034 -0.116 -0.660 0.761 -0.98
C -2.255 3.136 3.005 -0.078 -2.062 -0.074 0.71
C -9.561 -9.396 -2.251 -1.252 0.097 0.030 -0.63
C 2.276 0.195 -2.767 0.005 0.817 -0.993 -1.02
C -4.546 1.201 -0.660 0.285 0.329 -0.363 0.49
C 1.274 -3.465 2.343 -0.838 1.803 -0.255 -0.99
C 0.983 0.062 4.358 1.319 0.948 -0.626 -0.42
H 3.543 6.032 -8.552 -0.238 0.131 0.711 0.41
H -2.075 -5.128 2.110 0.017 0.213 -0.077 0.29
H 5.001 0.443 -3.434 -0.743 -0.130 0.693 -1.04
H -1.576 -1.642 3.057 0.312 -0.321 0.143 -0.49
H 2.034 3.237 -11.023 0.844 0.013 -0.112 0.26
H -5.090 2.116 -0.318 0.776 -0.522 -0.062 0.44
H -5.875 -1.650 6.363 0.218 0.236 0.482 0.03
H -2.745 6.878 -5.025 -0.151 0.170 0.120 0.18
H 4.658 4.097 -3.182 -0.223 -0.014 -0.478 0.37
H -8.584 -7.337 -0.108 0.421 0.672 0.102 0.25
H -1.186 -6.098 -0.483 -0.726 0.742 -0.203 0.45
H 0.260 -5.628 1.436 0.586 0.030 -0.565 0.16
H 6.778 -6.496 -1.709 -0.367 0.559 -0.061 0.41
H -7.404 -5.844 -3.018 0.526 -0.500 -0.295 0.23
H 0.227 5.804 8.469 0.082 -0.505 -0.011 0.42
H -3.297 1.835 -2.923 0.580 0.034 0.160 -0.45
H 0.215 3.776 10.024 -0.003 0.287 -0.214 0.56
H 11.335 1.969 4.334 -0.126 -0.142 0.031 0.44
H 5.507 -2.725 -2.735 0.369 -0.240 0.594 -0.11
H -7.085 -2.566 5.605 -0.373 0.187 -0.450 0.34
H 6.646 0.708 -0.280 -0.085 -0.275 -0.027 0.31
H 2.138 4.775 -6.869 0.216 0.669 -0.226 -0.87
H 2.218 5.276 -4.493 0.089 0.090 0.107 0.17
H -2.060 3.336 0.858 -0.298 -0.049 0.190 -0.13
H -7.963 -2.179 7.941 0.400 -0.162 0.091 0.45
H 0.786 4.289 -1.596 0.406 1.018 -0.003 0.83
H -1.437 -0.624 -5.717 -0.142 -0.204 0.310 0.49
H -6.500 -2.149 0.098 -0.083 -0.031 0.537 0.35
H 3.484 6.639 3.444 0.195 -0.853 -0.292 0.32
H -10.929 -0.248 6.891 0.340 -0.121 -0.009 0.27
H 1.834 -0.594 4.568 0.048 -0.428 -0.230 0.77
H -1.552 1.861 -5.686 -0.084 0.238 0.062 0.44
H 3.804 0.291 3.676 0.048 -0.229 0.124 0.50
H -9.450 -6.602 -2.967 -0.165 -0.258 0.152 0.35
H -5.426 -2.594 -5.383 -0.350 0.389 -0.159 0.41
H -4.992 -2.383 1.189 -0.762 0.207 -0.236 -0.40
H 0.768 6.561 -6.259 -0.024 0.037 -0.069 0.28
H -9.891 -5.819 -1.483 0.257 0.615 0.108 0.29
H 2.348 0.011 8.180 0.217 0.515 0.146 0.51
H -1.679 -3.519 -0.467 0.356 -0.226 -0.942 -0.53
H 4.820 1.906 6.629 -0.486 0.209 -0.081 -0.29
H -0.922 4.558 7.974 -0.300 -0.140 0.168 0.39
H 4.132 0.660 1.977 0.041 -0.094 -0.057 0.33
H 9.219 2.311 5.514 -0.332 0.110 -0.701 0.36
H -3.164 5.042 -3.139 -0.290 0.207 0.261 -0.25
H -1.561 0.371 -1.362 0.030 0.382 -0.695 -0.74
H -2.757 7.915 -6.500 0.436 -0.576 0.386 0.31
H -7.561 -0.431 7.720 -0.447 -0.386 -0.180 0.37
H -0.611 -6.314 8.150 0.409 0.283 0.424 0.24
H -7.438 -2.509 -3.515 0.588 0.482 -0.228 0.46
H 1.198 2.672 -2.093 0.209 -0.165 -0.223 -0.54
H -0.632 3.804 4.198 0.274 0.225 -0.640 -0.04
H 5.496 -5.753 -6.523 0.593 -0.234 0.115 0.26
H 3.031 0.798 -2.239 -0.339 -0.221 0.641 0.09
H 0.789 -5.209 8.310 -0.200 0.135 0.013 0.30
H 3.966 -6.249 -7.145 -0.314 0.319 0.509 0.35
H 0.670 -0.401 -7.420 0.208 -0.183 0.160 -0.14
H 4.639 -7.227 -5.847 0.319 0.478 -0.001 0.31
H -4.948 4.083 2.562 -0.399 0.275 -0.395 0.37
H -1.483 3.368 -7.800 0.274 -0.247 0.168 0.47
H 1.726 4.680 6.929 0.351 0.039 -0.401 0.09
H 0.951 6.779 4.067 0.417 -0.433 0.264 0.48
H -2.319 -0.327 -4.168 0.569 0.345 -0.163 -0.36
H 7.087 1.763 -1.611 -0.607 -0.141 -0.024 0.43
H 0.891 -2.634 -3.188 0.199 -0.169 0.318 -0.72
H 3.726 6.195 -4.792 0.444 0.400 0.623 0.28
H 2.262 -1.037 6.846 -0.188 -0.075 -0.223 0.36
H -1.445 -3.566 1.517 0.051 0.093 -0.071 -0.49
H 3.103 -0.748 2.366 0.210 0.227 0.264 -0.87
H 1.993 -5.608 0.930 -0.018 0.557 0.244 0.66
H 2.592 2.381 10.153 -0.072 -0.038 0.094 0.26
H -9.970 -0.421 8.370 0.251 -0.082 -0.756 0.29
H -0.633 5.798 5.666 0.254 0.256 0.035 0.44
H -6.726 2.472 1.280 0.348 0.737 -0.296 0.11
H -2.600 5.504 -7.873 0.669 -0.012 0.601 0.47
H -7.952 -0.529 4.738 0.050 0.442 -0.236 0.34
H 1.741 7.334 -7.324 -0.345 0.131 0.329 0.30
H -0.389 -0.547 5.650 -0.098 -0.441 0.149 -0.32
H 0.776 2.734 8.765 -0.109 -0.097 -0.512 0.01
H -2.132 -0.511 0.004 -0.157 -0.254 -0.575 -0.60
H 8.330 2.647 2.791 -0.634 0.423 -0.290 0.29
H -1.252 4.980 2.964 0.202 0.625 0.053 1.05
H -8.505 -9.705 -2.265 -0.384 -0.130 0.113 0.29
H -2.513 -5.015 -2.906 -0.754 -0.300 0.148 0.60
H -3.317 5.192 -1.354 0.177 -0.453 -0.070 0.40
H 10.631 3.573 4.000 0.158 -0.316 -0.312 0.32
H 3.990 -2.489 -0.441 -0.587 0.286 -0.144 0.27
H 5.228 -5.638 -1.878 -0.169 -0.117 0.335 0.22
H -3.280 -1.888 2.906 -0.015 -0.018 0.445 -0.37
H -1.071 -2.993 9.077 0.725 0.051 -0.948 0.45
H -1.444 1.444 3.938 -0.161 0.178 0.111 -0.15
H 3.367 2.766 -8.318 -0.040 0.048 -0.301 0.42
H -0.128 4.546 -7.755 -0.703 -0.093 -0.066 0.18
H -1.383 -3.376 5.579 -0.217 0.328 -0.079 0.56
H -8.507 -3.490 -1.883 -0.715 -0.091 -0.071 0.34
H -5.118 -3.164 -0.358 0.000 -0.093 -0.242 -0.77
H -6.059 1.904 4.234 -0.291 0.370 -0.070 0.65
H 1.655 2.978 -8.793 -0.060 -0.034 0.176 0.08
H 6.825 1.093 3.621 -0.080 0.183 0.075 0.37
H 6.243 -7.737 0.360 -0.411 0.446 -0.274 0.25
H -4.641 3.445 -4.311 -0.350 0.163 1.195 0.09
H 2.167 0.743 -3.719 -0.400 -0.295 0.166 -0.13
H 2.894 -4.240 -3.268 -0.376 -0.060 -0.744 -0.23
H 1.529 -2.398 2.389 -0.116 -0.098 -0.044 -0.11
H 2.324 1.668 4.602 0.184 0.712 -0.018 0.69
H -0.254 3.007 -1.218 -0.628 -0.018 -0.640 -1.16
H 2.978 3.499 -3.282 0.403 0.260 -0.658 -0.13
H 5.876 -0.581 -6.342 0.358 0.020 0.033 0.48
H 1.114 -1.795 -1.203 -0.076 0.003 -0.373 -0.78
H 5.310 1.269 -1.360 0.916 0.098 0.162 -0.07
H -5.375 -5.951 -0.742 0.522 0.359 -0.614 0.26
H 7.103 -5.502 0.556 0.841 -0.073 -0.024 0.13
H -1.546 -1.452 -1.443 0.342 0.943 0.507 -0.86
H -3.065 3.292 3.738 0.541 0.305 -0.008 0.40
H 5.012 -3.120 -4.249 -0.071 -0.434 0.224 -0.05
H -3.217 -3.886 1.585 0.069 0.181 0.020 0.22
H 2.558 -2.954 -5.306 -0.011 -0.358 0.137 0.29
H -2.770 4.932 -6.190 0.099 -0.070 -0.269 -0.01
H 4.950 3.343 0.209 0.009 0.395 0.723 0.05
H 3.316 2.409 7.469 -0.065 0.045 0.129 0.01
H 0.296 1.839 -4.173 -0.019 0.132 0.265 -0.80
H -1.434 1.235 2.334 -0.048 0.659 -0.316 -0.50
H 3.732 2.966 1.443 0.689 0.066 0.269 -0.08
H 0.057 1.656 0.093 -0.216 -0.747 -0.065 -0.57
H 1.168 -4.492 -1.220 -0.166 0.264 -0.168 -0.42
H 6.967 -1.638 -4.355 0.178 -0.227 0.107 0.36
H 0.518 6.792 6.574 0.227 0.541 0.297 0.66
H -4.421 -6.578 -2.085 -0.002 -0.091 -0.468 0.51
H 4.661 6.345 4.676 -0.363 -0.168 0.449 0.40
H -2.749 -2.513 7.530 -0.618 -0.326 -0.343 0.34
H 5.402 -7.155 1.548 -0.084 0.904 0.623 0.22
H 1.392 2.332 -6.266 0.355 -0.578 0.120 -1.14
H 3.745 4.926 4.144 -0.007 -0.274 -0.613 -0.27
H -5.329 -5.009 -2.246 0.612 -0.335 0.145 0.59
H 12.436 2.115 1.895 0.260 0.252 0.673 0.31
H 1.182 -6.191 -1.010 -0.118 -0.567 -0.394 0.43
H -4.172 5.368 3.395 0.775 0.174 0.981 0.31
H 6.554 0.703 -3.984 0.720 0.328 -0.467 0.59
H -2.641 3.701 -2.241 -0.063 0.246 0.774 -0.43
H -3.579 -2.173 5.345 0.649 -0.045 -0.138 0.54
H -6.091 3.002 -3.286 0.485 0.046 -0.057 0.43
H 6.698 -4.723 -1.695 0.289 0.277 0.055 0.31
H -4.984 5.855 2.003 -0.226 -0.444 -0.457 0.28
H 0.171 0.270 7.551 0.040 0.330 0.118 0.51
H -0.385 3.542 2.380 0.652 0.326 0.295 -0.06
H 4.642 4.485 1.620 0.081 0.136 -0.270 0.34
H 2.985 2.144 -6.183 0.078 -0.092 0.154 0.09
H -5.017 -0.338 4.770 0.063 0.215 0.173 0.05
H -1.503 8.118 -5.278 0.599 -0.107 0.066 0.28
H 2.181 -6.037 -5.583 -0.613 -0.396 -0.621 0.47
H -0.488 -0.358 -4.266 0.001 0.148 0.488 0.04
H -2.697 -0.710 5.029 0.741 0.005 0.336 0.17
H -1.660 -1.224 7.576 0.397 0.665 -0.243 0.45
H 2.147 -3.979 2.666 0.734 -0.849 0.352 0.61
H 11.290 2.101 0.673 -0.350 0.359 -0.223 0.25
H 0.678 0.123 -9.057 -0.078 0.599 -0.005 0.50
H -7.596 3.056 2.796 0.536 0.667 0.376 0.38
H 1.085 -1.555 -4.550 0.046 -0.283 0.032 -0.03
H -9.837 -9.036 -3.272 0.285 0.066 0.651 0.24
H 4.682 2.304 3.623 0.542 0.412 0.341 -0.35
H 5.418 -1.463 -0.122 0.126 0.501 -0.432 -0.01
H 4.408 1.089 8.063 -0.365 -0.001 0.432 0.45
H 0.841 2.122 3.593 0.320 -0.206 0.590 -1.15
H 6.648 2.002 5.079 -0.080 0.263 0.538 0.51
H -0.052 1.114 -7.665 0.243 0.211 -0.670 0.10
H 0.823 0.938 1.315 -0.284 -0.642 -0.405 -0.44
H -3.215 -3.453 -2.381 -0.048 -0.252 0.090 -0.40
H 2.721 -0.760 -3.016 0.093 -0.451 0.147 0.79
H 4.190 -4.748 0.525 0.355 -0.270 -0.031 -0.29
H 4.684 5.411 -7.430 -0.137 -0.231 0.533 0.39
H -9.511 0.762 7.118 0.406 -0.042 -0.159 0.29
H 3.885 3.068 -10.865 -0.595 0.072 -0.101 0.25
H 1.307 -4.941 -3.520 0.365 0.360 -0.540 0.00
H -0.132 4.407 -5.415 0.218 -0.432 -0.058 0.10
H 2.293 3.650 11.315 -0.020 0.414 0.503 0.33
H 1.294 5.006 4.165 0.108 0.351 0.373 -0.05
H -5.096 1.213 2.899 -0.204 -0.015 0.332 -0.53
H 5.090 -2.158 -5.978 0.181 0.505 -0.250 0.41
H -1.147 1.776 -3.136 -0.030 0.444 -0.601 -1.01
H -9.057 -4.266 -3.473 -0.525 0.549 0.015 0.46
H -4.344 -0.045 1.197 -0.168 0.372 -0.576 -0.46
H -2.224 3.334 -4.930 -0.121 -0.072 0.115 0.22
H 0.413 -0.330 3.526 -0.418 -0.373 -0.019 0.25
H -10.250 -10.249 -2.051 0.698 0.532 0.030 0.25
H -0.041 -1.233 0.691 -0.009 -0.448 0.422 -0.85
H -0.515 -5.187 9.513 -0.204 0.240 0.827 0.33
H 5.638 3.843 3.861 -0.248 -0.210 -0.667 0.03
H -5.953 -0.924 3.426 -0.145 -0.899 -0.019 0.38
H -0.793 -3.564 -2.047 -0.255 0.094 -0.059 -0.72
H -0.447 -2.836 -5.913 -0.341 -0.047 0.609 0.40
H 2.925 2.013 -11.948 0.099 -0.034 0.179 0.27
H 4.146 7.083 -7.250 -0.025 -0.236 -0.004 0.45
H 0.242 -2.872 7.776 0.104 0.055 0.154 0.25
H 11.555 3.670 1.531 -0.010 -0.510 0.181 0.30
H 4.330 -0.633 -5.477 0.400 -0.252 -0.184 0.09
H 2.897 0.359 -7.825 0.316 -0.117 -0.101 0.38
H -4.648 -3.410 -4.031 -0.221 0.234 0.421 -0.10
H 3.797 3.608 10.281 0.015 0.503 0.247 0.27
H -0.777 -4.007 -4.620 -0.027 0.138 0.197 0.18
H 9.062 1.015 4.343 -0.046 0.041 -0.107 0.33
H -5.992 0.176 0.558 0.110 -0.227 -0.091 0.93
H 1.018 1.696 6.864 -0.544 -0.075 -0.179 -0.45
H -4.914 -0.084 -2.253 0.048 1.228 0.505 0.13
H 4.533 -2.112 1.236 -0.059 -0.250 -0.112 0.56
H -7.715 -7.963 -1.531 -0.721 0.146 0.152 0.26
H -3.676 2.806 1.499 0.142 -0.147 -0.442 -0.47
H 2.104 -0.568 -0.473 -0.521 0.278 -0.081 0.16
H 5.386 -4.589 1.835 0.088 0.271 -0.253 0.33
H -3.429 1.387 -0.673 -1.009 -0.079 0.327 -1.05
H -8.429 2.121 1.642 -0.141 0.138 -0.540 0.26
H -4.764 -4.243 -5.511 -0.798 0.326 0.098 0.30
H 4.290 2.553 -3.993 0.108 0.035 0.001 0.07
H -4.501 1.138 -3.955 -0.005 -0.126 -0.956 0.91
H 2.874 -6.551 -4.024 0.063 -0.205 -0.032 0.42
H -6.296 -3.497 -2.514 -0.517 0.305 -0.632 -0.40
H 0.422 -3.594 3.027 0.151 -0.386 -0.084 0.17
```
Forces are in eV/Å.

Computed properties:
* HOMO-LUMO gap: 8.76 eV
* charge: 0
* energy above the lowest of the compared OMol25 structures with the same formula, charge and spin: 28.5 kcal/mol
* 2S+1: 1